(1)
The following is a DFT calculation (ωB97M-V/def2-TZVPD) of a structure of composition C40H56CaN5S.

Each line ends with the Mulliken charge.
Atoms and positions in Å:
H  -1.5450  0.4035  4.0444  0.747
C  -1.8652  0.7169  3.0610  -0.727
H  -4.3633  2.2263  1.3834  0.552
H  2.5565  -0.8797  5.9141  0.381
H  -2.4469  0.4305  -4.6338  0.266
H  -0.4868  -1.1145  -5.1931  0.433
H  -0.9131  2.1445  -4.5917  0.287
H  4.6930  -5.0350  -4.2422  0.398
H  0.7280  1.6805  -5.0420  0.312
H  3.4539  2.9820  -4.0668  0.362
C  4.0889  -1.8691  -3.2463  0.618
H  -5.8938  1.7480  3.0036  0.408
C  -4.3964  0.1953  4.6811  -1.526
C  -4.0130  1.5628  4.0984  1.927
C  -5.2884  2.3108  3.7169  -2.092
H  -1.7286  4.5304  -2.8174  0.336
C  0.6425  3.4310  -0.9543  0.228
C  -2.8439  -0.5532  -4.3752  -1.044
C  1.9506  3.0032  -1.3026  0.541
C  6.1030  -1.9600  -4.5321  -0.694
H  6.9572  -1.4682  -4.9760  0.422
C  0.2493  4.0636  0.3517  -1.615
H  0.8298  3.6677  1.1892  0.291
C  -4.1333  -2.8538  -3.0700  -1.214
C  1.8310  -1.5723  3.3578  0.576
C  2.7792  -1.2609  2.3941  -1.127
H  -2.3695  1.8614  5.5183  0.327
H  -2.7636  1.8270  -0.4311  0.723
N  -1.3436  0.9267  0.7463  1.400
H  1.3079  -4.3646  5.2963  0.452
H  3.7816  -1.6598  2.4366  0.514
H  -5.0723  -2.3297  -3.2548  0.347
H  -3.7381  -0.4188  -3.7731  0.396
C  3.5283  -3.0460  4.5165  -2.160
C  -3.2576  2.3798  5.1551  -1.634
C  -2.5251  1.5119  0.5791  -1.794
H  -5.0435  0.3313  5.5487  0.439
N  -1.8263  -1.2736  -3.6167  0.271
C  3.0952  2.1399  -3.4681  -1.651
C  -3.7264  -2.3645  -0.7086  -0.889
C  1.9132  2.5284  -2.6328  1.066
H  -3.5972  -2.9686  -4.0061  0.390
H  -3.3095  -1.5938  -0.0657  0.199
C  -0.2029  3.2010  -2.0619  0.459
C  0.1379  2.4390  -4.5230  -1.366
H  1.2486  -4.2445  3.5333  0.366
C  1.8798  -1.7328  5.8420  -1.536
C  3.1678  3.1035  -0.4278  -1.730
H  0.8572  -1.3628  5.9285  0.322
H  -0.8041  3.8981  0.5879  0.286
H  6.6442  -3.9039  -5.2509  0.404
H  -3.4016  -3.3406  -0.3401  0.323
H  -5.8943  2.4651  4.6101  0.427
H  2.8603  1.3306  -4.1645  0.344
C  2.1005  -2.5045  4.5338  2.010
C  -3.1007  1.3419  2.8965  0.324
H  3.1592  -0.1808  0.5796  0.525
H  2.0685  -2.3899  6.6920  0.438
C  2.4329  -0.4285  1.3437  -1.071
N  1.2267  0.1156  1.1969  0.501
C  -0.4700  -1.0651  -4.1047  -1.255
C  -1.6362  3.6330  -2.1988  -1.686
C  -1.0235  0.5202  1.9833  -0.573
H  0.1915  -1.8328  -3.7132  0.429
C  4.8267  -3.9693  -4.1198  -0.645
H  0.0832  -3.3616  4.5236  0.319
H  -0.0833  -0.0800  -3.8154  0.233
H  -0.2070  -1.1973  3.9223  0.693
C  0.3087  -0.1484  2.1430  -0.624
C  0.5827  2.6323  -3.1011  0.295
H  -3.5184  -0.3664  5.0040  0.318
C  -2.0520  -1.7490  -2.3717  0.310
C  0.5764  -0.9853  3.2089  -0.723
H  2.9312  2.9265  0.6246  0.309
H  -2.2674  2.8702  -2.6684  0.209
S  -0.8254  -1.8020  -1.2001  -0.156
H  3.0437  -3.7207  -2.9419  0.524
C  5.1821  -1.2191  -3.8101  -0.290
H  -4.9339  -0.4069  3.9463  0.369
N  -3.3100  -2.1515  -2.0876  0.163
H  0.2380  3.3635  -5.1001  0.334
H  3.9330  2.3786  -0.7146  0.369
H  3.7355  -3.6254  3.6149  0.418
H  0.4078  5.1456  0.3432  0.345
C  3.9006  -3.2393  -3.3943  -0.447
C  -3.4281  1.7347  1.6065  -0.792
Ca  0.4133  0.8641  -1.0385  2.016
H  -3.9081  2.5593  6.0124  0.457
C  1.1228  -3.6858  4.4624  -1.578
H  -2.9455  3.3469  4.7577  0.371
H  -4.3620  -3.8490  -2.6840  0.414
H  4.2690  -2.2480  4.5929  0.406
C  3.1162  -1.0974  -2.4944  -0.328
H  3.6335  4.0917  -0.4829  0.299
H  -4.8145  -2.3141  -0.6776  0.364
H  -3.1052  -1.0711  -5.2995  0.274
N  2.3403  -0.4963  -1.9006  -0.247
H  -2.0777  3.8761  -1.2314  0.472
H  3.6689  -3.7075  5.3719  0.439
C  5.9230  -3.3292  -4.6851  -0.386
H  5.3003  -0.1511  -3.6885  0.435
H  -5.0737  3.2922  3.2902  0.423
H  3.9342  1.8109  -2.8520  0.250

Results
- Net charge: +1
- Lowest unoccupied orbital energy: -2.2 eV
- Frontier orbital gap: 6.902 eV
- Highest occupied orbital energy: -9.143 eV



(2)
The following is a DFT calculation (ωB97M-V/def2-TZVPD) of a structure of composition C40H56HoN11O4P2 at a distorted geometry.

Each line ends with the Mulliken charge.
Atoms and positions in Å:
C  7.1351  16.9719  8.8632  -0.728
C  11.3278  13.6010  13.7663  1.239
C  9.0241  15.9295  7.9308  0.332
C  8.2933  15.2140  10.0924  -0.284
H  12.6610  18.6449  9.2247  0.482
C  9.8110  15.7127  13.8769  -0.467
H  14.9076  12.7047  13.3306  0.226
N  12.6391  9.4503  13.5332  0.456
H  8.5887  17.5773  13.8221  0.378
H  12.8018  12.0327  7.0590  0.192
H  11.3310  12.2931  15.5001  0.355
N  10.0732  15.5495  7.0522  0.049
C  15.8945  13.3770  8.9414  -1.373
H  11.1174  14.0026  15.8977  0.441
H  13.2880  17.8683  10.6716  0.341
C  13.3450  14.8022  11.1690  -0.499
H  15.4431  10.2500  10.6042  0.082
H  10.9809  6.3390  10.9319  0.471
H  9.2700  15.3289  14.7274  0.385
H  9.4929  18.3193  11.5996  0.463
H  16.1038  15.1642  10.2588  0.728
C  11.2761  9.1285  13.8521  -1.168
N  13.7975  12.9811  9.6013  1.973
C  6.8713  8.3152  9.1094  -0.773
H  15.6309  11.3803  14.2527  0.405
H  15.5831  6.9697  9.2166  0.432
C  8.3730  9.5796  7.7379  0.533
O  13.4222  9.2593  10.8805  -1.026
C  14.7755  12.6031  8.7574  -0.356
H  8.8912  10.1931  11.0805  -0.046
C  11.2069  15.3988  11.9918  -0.759
O  8.7548  12.4673  12.4303  -0.103
O  12.4866  10.3329  8.7277  0.332
H  11.3208  11.2336  5.6794  0.739
H  10.6733  17.3889  9.3256  0.237
H  14.0624  6.5908  9.9991  0.239
Ho  11.6198  12.4185  9.7718  0.106
H  15.9512  11.7571  11.3037  0.390
N  14.6039  10.7671  12.4684  0.537
C  10.8915  13.2401  15.1706  -1.991
N  11.9027  12.5313  7.1933  0.081
H  11.0325  9.4555  14.8743  0.385
P  12.8766  9.0216  9.4060  -0.403
N  9.0659  10.1436  6.6657  0.006
H  6.6349  16.2372  10.8610  0.461
H  11.4311  6.6892  8.0355  0.455
H  10.2780  7.9214  11.2530  0.086
N  14.0302  8.2205  8.6066  0.557
H  9.9188  7.3859  8.5348  0.414
C  11.1471  7.4212  10.9268  -0.579
H  12.8415  14.4032  7.5579  0.120
H  14.6502  9.8422  7.3345  0.187
H  11.8867  7.6026  11.7575  0.094
C  7.5727  8.7808  10.2535  -0.713
H  8.4225  14.5189  10.9646  -0.016
O  11.9840  11.1292  11.6836  0.280
C  15.5381  14.3377  9.9675  -1.177
H  10.5594  9.5088  13.1222  0.093
C  9.1792  15.0359  9.0026  0.184
H  6.2762  17.6485  8.8566  0.419
H  11.2018  8.0636  13.7866  0.648
C  11.4439  17.1111  10.0976  0.446
C  13.6135  8.6594  14.3073  -0.965
P  13.1055  10.1596  12.1693  -0.109
C  14.7406  8.7759  7.4426  -0.854
H  12.1106  14.1918  5.9280  0.640
H  14.2331  9.2521  14.9894  0.323
C  10.9777  7.5637  8.4097  -1.501
C  9.8238  17.3742  12.0837  -0.353
H  13.1029  7.9414  14.9485  0.468
C  14.2684  14.0639  10.3047  -0.160
H  9.0841  9.9478  5.6780  0.261
C  9.3304  16.9195  13.3159  -1.356
H  15.8353  8.5756  7.5193  0.255
C  7.2697  8.7306  7.8323  -0.898
C  9.3794  12.5244  11.5044  -0.113
H  6.6650  8.4487  6.9531  0.455
H  7.1767  8.4532  11.2323  0.441
H  12.4162  13.7072  13.6445  0.211
H  14.2437  8.1072  13.5644  0.301
H  14.4949  11.7923  8.1144  -0.220
H  11.1019  8.3182  7.6684  0.401
H  13.9535  11.5569  14.3619  0.202
H  10.2290  15.9182  6.1589  0.182
H  10.3553  12.6422  5.6898  0.426
H  7.9753  17.4985  6.9416  0.474
C  11.9943  13.9675  7.0066  -1.183
C  8.5342  9.7031  10.1723  -0.157
H  13.7237  15.7037  11.7250  0.498
C  12.4070  18.2834  10.1841  -1.611
C  10.8605  11.9128  6.3902  -1.403
C  15.7096  10.7457  11.5346  -0.911
H  16.8106  13.2687  8.4356  0.572
C  14.7946  11.6774  13.6183  -0.982
H  11.1347  12.8377  13.0413  -0.727
C  7.3164  16.1703  10.0026  -0.795
C  10.7519  14.5817  7.6467  0.562
H  16.5525  10.2035  11.9992  0.305
N  11.6476  7.9466  9.6484  0.704
N  12.1154  14.4740  11.2590  1.206
C  8.9556  10.0601  8.9239  0.092
H  12.0475  16.2738  9.7014  -0.742
H  14.4246  6.1686  8.2693  0.412
C  14.5243  6.9196  9.0472  -1.183
H  5.9744  7.6674  9.2297  0.409
C  10.7210  14.9348  13.2126  0.683
C  10.8415  16.6103  11.4251  0.411
N  9.9185  11.0107  8.5089  0.930
H  9.8123  13.1332  15.1548  0.422
H  14.4166  8.2886  6.5425  0.357
H  12.0305  19.1214  10.8039  0.337
N  10.2866  14.1661  8.7854  1.464
C  9.8898  11.0793  7.2153  -0.125
C  8.0303  16.8766  7.8342  -1.059

Results
- Net charge: +2
- 2S+1: 5
- Lowest unoccupied orbital energy (alpha / beta): -4.0 / -4.0 eV
- Frontier orbital gap (alpha / beta): 8.581 / 8.599 eV
- Highest occupied orbital energy (alpha / beta): -12.599 / -12.600 eV
- Energy relative to the best compared isomer or geometry (same formula, charge and spin): 0.0 kcal per mole